C4H7NO | ωB97M-V/def2-TZVPD

ORCA input file:
```
! wB97M-V def2-TZVPD RIJCOSX def2/J DEFGRID3
* xyz 0 1
C -0.607 1.302 0.291
C -0.357 -0.052 -0.344
C 0.852 -0.809 0.164
O 2.000 -0.070 -0.186
C -2.430 -1.106 -0.819
N -1.519 -0.913 -0.090
H -1.433 1.805 -0.224
H -0.886 1.175 1.343
H 0.294 1.913 0.211
H -0.273 0.045 -1.430
H 0.843 -1.802 -0.311
H 0.744 -0.941 1.252
H 2.770 -0.546 0.141
*
```

Values from the calculation:
Kohn-Sham gap: 0.4246 Ha
ΔE to the lowest compared entry with this formula, charge and spin: 2.382 eV
HOMO: -10.9 eV

Atomic partial charges in e from the Löwdin method, atoms 1 to 4: atom 1 (C): -0.049, atom 2 (C): -0.415, atom 3 (C): -0.252, atom 4 (O): -0.052